C3H11NS2 | ωB97M-V with the def2-TZVPD basis set

Computed properties:
Kohn-Sham gap (spin up / spin down): 3.6 / 6.4 eV
Multiplicity: 2
Charge: -1
Expectation value of S²: 0.754
LUMO (spin up / spin down): 3.5527 / 3.5398 eV
HOMO level (spin up / spin down): -0.0005 / -0.1056 hartree
Energy: -971.9807 Eh

Bonds (Å) are listed after each position.
CARTESIAN COORDINATES (ANGSTROEM)
1 C -2.4863 -0.3176 0.5419  S2 1.821, H4 1.084, H5 1.085, H6 1.088
2 S -0.8995 -1.0226 -0.0077  C1 1.821, S3 2.202
3 S -1.1394 -0.5281 -2.1396  S2 2.202, H7 1.336
4 H -2.4118 0.0694 1.5513  C1 1.084
5 H -3.2052 -1.0994 0.3188  C1 1.085
6 H -2.6702 0.6225 0.0259  C1 1.088
7 H 0.0692 -0.9498 -2.5208  S3 1.336
8 C 3.3703 1.2865 1.4635  C9 1.508, H11 1.085, H12 1.097, H13 1.092
9 C 2.1565 0.7582 0.7418  C8 1.508, N10 1.462, H14 1.087, H15 1.093
10 N 0.9433 1.2108 1.4204  C9 1.462, H16 1.010, H17 1.012
11 H 3.4433 1.0983 2.5298  C8 1.085
12 H 4.2810 0.8172 1.0726  C8 1.097
13 H 3.6037 2.3476 1.3566  C8 1.092
14 H 2.1036 0.9467 -0.3271  C9 1.087
15 H 2.2333 -0.2983 1.0110  C9 1.093
16 H 0.0934 1.1011 0.8852  N10 1.010
17 H 1.0594 2.1517 1.7738  N10 1.012